{"formula": "C41H50AsN2O4SSi3V", "method": "ωB97M-V/def2-TZVPD", "orbital_gap_ev": [6.7, 7.3], "de_lowest_kcal_mol": 43.0, "e_homo_ev": [-10.75, -10.75], "total_charge": 1, "spin_multiplicity": 2, "largest_force_ev_per_a": 5.1, "symbols": ["V", "C", "C", "C", "C", "C", "C", "C", "S", "O", "O", "N", "C", "C", "O", "O", "H", "H", "H", "H", "H", "H", "H", "H", "H", "C", "Si", "C", "C", "C", "Si", "C", "C", "C", "Si", "C", "C", "C", "C", "C", "C", "C", "N", "H", "H", "H", "H", "H", "H", "H", "H", "H", "H", "H", "H", "H", "H", "H", "H", "H", "H", "H", "H", "H", "H", "H", "H", "H", "H", "H", "H", "C", "C", "C", "C", "C", "C", "As", "C", "C", "C", "C", "C", "C", "C", "C", "C", "C", "C", "C", "H", "H", "H", "H", "H", "H", "H", "H", "H", "H", "H", "H", "H"], "xyz": [[-0.43730, 0.25590, -0.16550], [-4.45440, 1.04810, 7.06490], [-3.43240, 0.91490, 5.98270], [-3.14430, -0.32070, 5.40770], [-2.29950, -0.41170, 4.31590], [-1.72870, 0.73940, 3.80230], [-1.95470, 1.96730, 4.39320], [-2.79770, 2.04900, 5.48480], [-0.83250, 0.67810, 2.26280], [-0.44310, 2.03540, 1.91590], [-1.83300, 0.12000, 1.32570], [0.37080, -0.33810, 2.23380], [1.64940, 0.26940, 2.26130], [1.83170, 1.20430, 1.03900], [2.64500, 2.09150, 1.01830], [1.03890, 0.89550, 0.07080], [-4.58530, 0.12210, 7.61680], [-5.41000, 1.31210, 6.60970], [-4.18870, 1.84060, 7.75850], [-3.58640, -1.21870, 5.81450], [-2.07750, -1.36470, 3.85770], [-1.48200, 2.84210, 3.97580], [-2.98390, 3.00880, 5.93980], [2.42120, -0.50380, 2.18500], [1.84650, 0.87920, 3.15300], [3.34450, -0.35940, -1.77420], [1.67740, -1.22760, -2.13350], [1.96340, -2.14100, -3.79950], [1.56190, -2.60980, -0.81280], [0.09320, -0.07410, -2.18190], [0.61160, 1.56280, -3.11500], [1.24000, 1.05580, -4.85100], [-0.82090, 2.78280, -3.48170], [1.99560, 2.64810, -2.35290], [-1.42540, -0.98510, -2.88740], [-2.96140, 0.05390, -3.33240], [-1.30730, -2.38160, -4.18780], [-1.95430, -1.86740, -1.26300], [-2.97930, -2.80310, -1.14930], [-3.13550, -3.52360, 0.02120], [-2.21670, -3.31880, 1.04280], [-1.24030, -2.35590, 0.87130], [-1.14520, -1.62270, -0.23460], [4.12270, -1.11340, -1.67230], [3.33450, 0.21680, -0.85430], [3.65050, 0.30090, -2.57830], [1.78210, -3.20540, -3.69560], [3.00140, -2.03290, -4.09560], [1.35030, -1.77900, -4.61340], [2.45360, -3.22780, -0.85490], [0.71470, -3.26960, -0.96840], [1.50180, -2.19880, 0.19190], [0.50480, 0.47950, -5.39960], [2.15900, 0.48590, -4.81130], [1.44400, 1.95120, -5.42650], [-1.80780, 2.38800, -3.27220], [-0.79580, 3.05870, -4.52960], [-0.69860, 3.70040, -2.91150], [2.90540, 2.58230, -2.94120], [2.25440, 2.39130, -1.33230], [1.69090, 3.69130, -2.34750], [-2.86270, 0.56420, -4.28230], [-3.12690, 0.79950, -2.55700], [-3.84730, -0.57160, -3.39130], [-0.97940, -2.00620, -5.14930], [-2.28180, -2.83370, -4.34600], [-0.62340, -3.16720, -3.88910], [-3.64430, -2.95830, -1.98540], [-3.93600, -4.24180, 0.12580], [-2.26080, -3.88640, 1.95900], [-0.51920, -2.14180, 1.65110], [-5.24160, 2.36740, 3.00880], [-5.17380, 1.33830, 2.08330], [-4.20050, 1.35850, 1.10260], [-3.26010, 2.38360, 1.05710], [-3.34650, 3.42050, 1.97180], [-4.33570, 3.41050, 2.94440], [-1.95140, 2.36040, -0.39900], [-3.39460, 3.28330, -1.45920], [-4.62270, 2.78440, -1.86880], [-5.59350, 3.63470, -2.38330], [-5.34820, 4.99600, -2.46770], [-4.14690, 5.51310, -2.01750], [-3.16760, 4.67040, -1.49970], [-1.88940, 5.11610, -0.93990], [-1.40920, 6.42140, -0.96940], [-0.15820, 6.71680, -0.45260], [0.62120, 5.71670, 0.10600], [0.14030, 4.41690, 0.17690], [-1.11060, 4.11260, -0.33040], [-6.00750, 2.36340, 3.76920], [-5.89190, 0.53200, 2.11810], [-4.13870, 0.54440, 0.38120], [-2.62270, 4.22690, 1.92280], [-4.40480, 4.22160, 3.65440], [-4.84970, 1.72760, -1.78970], [-6.54390, 3.23130, -2.70630], [-6.09640, 5.65730, -2.87740], [-3.97720, 6.57790, -2.04930], [-2.01080, 7.20800, -1.39960], [0.21410, 7.73020, -0.49300], [1.60430, 5.94430, 0.48810], [0.73960, 3.65230, 0.65060]], "forces_ev_per_a": [[-2.797, -1.906, -2.472], [-0.003, -0.006, 0.014], [0.124, 0.144, -0.090], [0.134, -0.043, -0.130], [0.036, -0.227, -0.013], [0.337, 0.091, -0.479], [0.249, 0.120, -0.024], [0.071, -0.233, 0.021], [-0.174, -0.038, 3.324], [-0.022, 0.209, 0.275], [-0.064, -0.320, -0.233], [-1.451, 0.149, -0.758], [0.761, 0.699, -0.021], [3.321, 1.140, 3.677], [-0.786, -0.659, -0.483], [2.325, 1.150, -1.826], [-0.026, -0.068, 0.054], [-0.101, -0.007, 0.067], [-0.005, 0.055, 0.097], [-0.079, -0.055, 0.009], [-0.074, -0.142, -0.004], [-0.006, 0.133, 0.040], [-0.046, 0.142, 0.067], [-0.065, 0.073, 0.085], [0.105, -0.107, -0.209], [-0.823, -0.010, 0.027], [0.527, -0.641, -0.280], [-0.255, 0.360, 0.571], [-0.063, 0.576, -0.386], [-0.232, 0.178, -0.416], [0.145, 0.375, -0.840], [-0.203, 0.074, 0.793], [0.311, -0.564, 0.419], [-0.447, -0.593, 0.070], [-0.542, -0.054, -0.080], [0.831, -0.175, 0.261], [0.217, 0.581, 0.576], [-0.209, 0.003, -1.136], [-0.002, 0.012, 0.077], [0.106, 0.134, -0.092], [0.189, 0.101, -0.228], [-0.216, -0.918, 0.887], [0.033, -0.785, 0.327], [-0.059, -0.256, -0.027], [0.099, 0.146, 0.080], [-0.010, 0.169, -0.146], [-0.115, -0.224, 0.089], [0.236, 0.122, -0.014], [-0.105, 0.100, -0.180], [0.273, 0.015, -0.123], [-0.174, -0.089, -0.021], [-0.035, -0.003, 0.251], [-0.231, -0.209, -0.158], [0.249, -0.208, 0.013], [0.019, 0.306, -0.076], [-0.161, 0.008, -0.104], [0.059, -0.025, -0.288], [0.034, 0.066, 0.068], [0.124, -0.106, -0.166], [0.101, 0.038, 0.092], [-0.172, 0.118, -0.063], [0.041, 0.184, -0.217], [-0.046, 0.026, -0.088], [-0.081, -0.254, 0.042], [0.122, 0.155, -0.234], [-0.277, 0.034, 0.116], [0.159, -0.130, 0.078], [-0.027, -0.043, -0.097], [-0.033, -0.046, 0.017], [0.051, -0.023, 0.067], [-0.159, -0.034, -0.095], [0.017, 0.126, 0.012], [-0.082, -0.012, -0.135], [0.165, -0.153, -0.201], [-0.136, -0.004, 0.298], [0.297, 0.092, -0.261], [-0.174, 0.099, -0.108], [-1.708, 2.116, -0.275], [0.081, 0.040, -0.237], [0.129, -0.297, -0.016], [0.098, -0.057, 0.059], [0.030, -0.002, -0.031], [0.083, -0.141, 0.079], [-0.024, -0.500, -0.066], [0.301, -0.246, 0.251], [-0.085, -0.148, 0.006], [0.001, -0.037, -0.020], [-0.023, -0.018, -0.008], [0.074, -0.269, 0.197], [0.044, 0.169, -0.111], [-0.076, -0.014, 0.085], [-0.026, -0.084, -0.009], [-0.103, 0.056, 0.129], [-0.048, 0.039, 0.090], [0.054, 0.085, 0.045], [0.005, 0.050, -0.006], [0.018, -0.018, -0.012], [-0.076, 0.052, -0.003], [0.018, 0.112, -0.018], [-0.013, 0.053, -0.079], [0.007, 0.056, -0.008], [0.078, 0.004, 0.067], [0.060, 0.068, -0.068]], "lowdin_spin": [1.087, 0.000, 0.000, 0.000, 0.000, -0.001, 0.000, 0.000, 0.001, 0.016, 0.005, 0.006, -0.001, -0.002, -0.008, -0.032, 0.000, 0.000, 0.000, 0.000, 0.000, 0.000, 0.000, 0.000, 0.000, 0.000, 0.001, -0.001, 0.000, -0.036, 0.004, -0.001, 0.000, 0.000, -0.004, 0.001, -0.001, 0.001, -0.001, 0.002, -0.001, 0.002, -0.012, 0.000, 0.000, 0.000, 0.000, 0.000, 0.000, 0.000, 0.000, 0.000, 0.000, 0.000, 0.000, 0.000, 0.000, 0.000, 0.000, 0.000, 0.000, 0.000, 0.000, 0.000, 0.000, 0.000, 0.000, 0.000, 0.000, 0.000, 0.000, 0.000, 0.000, 0.000, -0.002, -0.001, 0.000, -0.012, -0.002, 0.000, 0.000, 0.000, 0.000, -0.001, -0.001, 0.000, 0.000, 0.000, 0.000, -0.003, 0.000, 0.000, 0.000, 0.000, 0.000, 0.000, 0.000, 0.000, 0.000, 0.000, 0.000, 0.000, 0.000]}

***

{"formula": "C41H51ClN5O4PPb", "method": "ωB97M-V/def2-TZVPD", "orbital_gap_ev": 7.0, "de_lowest_kcal_mol": 15.9, "e_homo_ev": -6.86, "spin_multiplicity": 1, "largest_force_ev_per_a": 1.1, "symbols": ["Pb", "C", "O", "C", "C", "C", "C", "C", "C", "N", "N", "C", "C", "C", "C", "O", "C", "N", "C", "C", "C", "C", "H", "H", "H", "H", "H", "H", "H", "H", "H", "H", "H", "H", "N", "C", "C", "C", "C", "N", "H", "H", "H", "H", "H", "H", "H", "H", "H", "H", "H", "H", "Cl", "C", "C", "C", "C", "C", "C", "C", "O", "O", "H", "H", "H", "H", "C", "C", "C", "C", "P", "C", "C", "C", "C", "C", "C", "C", "C", "C", "C", "H", "H", "H", "H", "H", "H", "H", "H", "H", "H", "H", "H", "H", "H", "H", "H", "H", "H", "H", "H", "H", "H", "H"], "xyz": [[1.21637, -0.60392, -0.86936], [-4.67077, -0.69032, 5.84154], [-3.38831, -1.17012, 5.50372], [-2.33534, -0.32598, 5.66002], [-2.43655, 0.98088, 6.12321], [-1.29497, 1.74996, 6.28394], [-0.04185, 1.25387, 5.93923], [0.04831, -0.06252, 5.46609], [-1.07973, -0.84210, 5.34078], [1.08845, 2.03427, 6.26134], [2.13916, 2.05558, 5.59707], [2.28227, 1.51374, 4.31327], [3.48323, 0.87775, 4.04518], [3.73615, 0.24816, 2.83520], [2.81618, 0.26953, 1.78416], [3.05373, -0.31764, 0.65554], [1.60253, 1.02003, 2.00729], [0.74211, 1.11298, 0.96802], [-0.35684, 1.81653, 1.09775], [-0.66664, 2.53584, 2.25631], [0.18962, 2.46400, 3.32230], [1.34022, 1.64977, 3.25178], [-5.35877, -1.51127, 5.65643], [-4.95982, 0.16036, 5.21647], [-4.72694, -0.40323, 6.89548], [-3.39608, 1.41024, 6.37458], [-1.37287, 2.75921, 6.66788], [1.01862, -0.48411, 5.23854], [-1.01500, -1.86261, 4.98531], [4.20993, 0.81686, 4.84569], [4.66090, -0.29318, 2.68539], [-1.01249, 1.85963, 0.23840], [-1.55776, 3.14653, 2.29496], [-0.00533, 3.04848, 4.20892], [3.67891, -1.16849, -1.90549], [3.95329, -2.50199, -2.44835], [3.21969, -2.71882, -3.78443], [2.25803, -3.91305, -3.77972], [0.88756, -3.65132, -3.15956], [0.93569, -3.14729, -1.78483], [4.08996, -0.45668, -2.49989], [4.06711, -1.05547, -0.97106], [3.61006, -3.22614, -1.71020], [5.02792, -2.66767, -2.58694], [3.95038, -2.87549, -4.57983], [2.65865, -1.81128, -4.02154], [2.73326, -4.75195, -3.26132], [2.08241, -4.23047, -4.81040], [0.31661, -4.58663, -3.22021], [0.35507, -2.90745, -3.75787], [1.49047, -3.76422, -1.19753], [-0.01008, -3.16172, -1.38733], [-1.45689, -5.79153, 5.99717], [-1.23229, -4.91087, 4.51951], [-2.21007, -4.96151, 3.53887], [-2.03038, -4.24398, 2.36749], [-0.89600, -3.46431, 2.18438], [0.08427, -3.44003, 3.17108], [-0.07741, -4.16461, 4.34076], [-0.70209, -2.68140, 0.90812], [-1.39621, -2.95833, -0.08547], [0.19675, -1.78129, 0.96182], [-3.09882, -5.55652, 3.69660], [-2.77280, -4.28326, 1.58195], [0.97476, -2.84727, 3.01038], [0.68282, -4.15022, 5.11002], [1.97165, 1.61129, -4.17105], [0.49281, 1.37879, -4.51031], [0.06651, 2.44755, -5.51532], [0.33686, -0.01229, -5.12824], [-0.38417, 1.38698, -2.82145], [-0.23060, 3.17738, -2.42555], [0.79832, 3.51077, -1.54261], [1.05689, 4.83283, -1.21369], [0.28621, 5.84555, -1.76264], [-0.74475, 5.52793, -2.63492], [-1.00118, 4.20614, -2.96622], [-2.23515, 0.99822, -3.03752], [-2.33517, -0.52238, -2.83680], [-2.99376, 1.67634, -1.89273], [-2.89703, 1.37055, -4.36400], [2.58428, 1.47590, -5.06580], [2.31743, 0.91230, -3.40650], [2.13097, 2.62638, -3.80591], [0.70656, 2.36653, -6.39862], [0.18931, 3.45057, -5.11005], [-0.96528, 2.32459, -5.83648], [1.03322, -0.13162, -5.96187], [-0.67061, -0.16864, -5.51181], [0.54972, -0.78820, -4.39020], [1.40039, 2.72361, -1.10650], [1.85766, 5.07204, -0.52615], [0.48773, 6.87937, -1.51522], [-1.35021, 6.31581, -3.06473], [-1.80354, 3.98464, -3.65673], [-1.90014, -0.83580, -1.88486], [-1.83399, -1.07067, -3.63672], [-3.38574, -0.82315, -2.83070], [-2.62961, 1.32749, -0.92633], [-4.05171, 1.41200, -1.95716], [-2.91194, 2.76154, -1.92711], [-2.44350, 0.85777, -5.21013], [-2.87544, 2.44301, -4.55288], [-3.94542, 1.06299, -4.32309]], "forces_ev_per_a": [[0.289, -0.373, 0.733], [-0.110, 0.020, -0.012], [0.101, -0.038, -0.052], [0.056, 0.129, 0.016], [-0.265, -0.018, -0.031], [0.360, -0.008, -0.112], [-0.580, -0.597, -0.148], [0.001, 0.058, 0.205], [-0.042, -0.075, -0.077], [0.393, 0.327, 0.323], [-0.026, 0.517, 0.473], [0.229, -0.492, -0.720], [-0.454, 0.144, 0.345], [-0.099, -0.167, -0.385], [0.364, -0.032, 0.434], [-0.519, -0.086, -0.473], [0.049, 0.049, 0.275], [-0.174, 0.184, 0.008], [0.067, -0.036, -0.082], [0.092, 0.054, 0.243], [-0.136, 0.041, -0.204], [0.197, 0.059, -0.089], [0.015, -0.001, 0.017], [0.034, 0.004, 0.026], [0.008, 0.006, -0.016], [0.004, -0.021, 0.024], [0.034, 0.000, 0.065], [-0.025, -0.021, -0.053], [-0.022, 0.061, 0.046], [0.032, 0.075, 0.011], [0.023, 0.022, -0.028], [-0.026, -0.004, -0.048], [-0.006, 0.007, -0.021], [0.006, -0.010, 0.000], [0.198, -0.084, -0.014], [-0.025, 0.121, -0.165], [-0.058, -0.237, 0.201], [-0.077, 0.215, 0.035], [0.128, -0.152, -0.059], [0.012, -0.219, -0.008], [0.034, 0.014, 0.043], [0.033, 0.091, -0.033], [0.052, -0.027, 0.011], [-0.033, -0.046, 0.053], [-0.010, 0.105, -0.019], [0.031, 0.048, -0.075], [0.013, -0.060, -0.054], [0.013, -0.093, 0.032], [-0.065, 0.089, -0.031], [-0.016, -0.029, -0.053], [-0.064, -0.062, -0.018], [0.061, -0.025, 0.066], [-0.009, -0.062, 0.075], [0.047, 0.110, -0.116], [-0.036, -0.018, 0.044], [-0.019, 0.019, 0.000], [0.107, -0.040, -0.037], [-0.064, -0.026, -0.035], [0.056, -0.093, 0.016], [-0.200, -0.011, -0.109], [0.078, 0.091, 0.103], [0.330, 0.103, -0.221], [-0.004, -0.005, 0.006], [0.007, 0.041, -0.018], [-0.012, 0.054, 0.008], [-0.016, -0.010, 0.026], [-0.086, 0.018, 0.052], [-0.071, -0.063, 0.137], [0.001, -0.078, 0.044], [-0.011, 0.063, 0.111], [-0.518, 0.759, -0.677], [-0.009, -0.218, 0.049], [-0.097, 0.025, -0.070], [0.064, 0.079, 0.020], [0.025, -0.026, 0.016], [-0.085, 0.032, -0.051], [0.006, 0.070, 0.052], [0.275, 0.028, -0.021], [0.031, 0.037, -0.010], [0.088, -0.027, -0.022], [0.011, 0.002, 0.075], [-0.009, -0.022, -0.028], [0.079, -0.040, -0.012], [0.046, -0.008, 0.032], [-0.012, 0.007, -0.039], [0.018, 0.017, -0.014], [0.007, 0.028, -0.039], [0.022, -0.003, -0.012], [0.002, -0.076, 0.006], [0.022, -0.079, -0.041], [0.019, -0.003, 0.053], [0.015, -0.018, 0.006], [-0.008, 0.006, 0.025], [-0.007, -0.001, -0.005], [0.003, -0.007, -0.001], [-0.041, -0.049, 0.016], [-0.004, -0.022, -0.006], [-0.014, -0.020, -0.023], [-0.018, 0.011, 0.061], [-0.014, -0.043, 0.001], [-0.032, 0.008, 0.033], [-0.006, 0.022, -0.015], [-0.022, -0.001, -0.040], [-0.030, 0.009, -0.011]], "lowdin_charge": [1.417, -0.089, -0.076, -0.273, -0.020, -0.033, -0.311, -0.005, 0.026, 0.060, 0.065, -0.265, -0.025, -0.011, -0.376, -0.250, -0.149, 0.001, -0.134, -0.020, 0.007, -0.093, 0.092, 0.094, 0.095, 0.100, 0.114, 0.120, 0.097, 0.113, 0.110, 0.080, 0.109, 0.110, -0.081, -0.261, -0.185, -0.201, -0.262, -0.061, 0.079, 0.046, 0.099, 0.110, 0.105, 0.089, 0.113, 0.109, 0.116, 0.094, 0.088, 0.026, 0.660, -0.674, -0.098, -0.011, -0.129, -0.031, -0.120, -0.616, -0.023, -0.192, 0.103, 0.117, 0.118, 0.108, -0.106, -0.684, -0.079, -0.096, 1.064, -0.372, -0.122, -0.070, -0.080, -0.075, -0.108, -0.685, -0.107, -0.093, -0.088, 0.091, 0.036, 0.078, 0.090, 0.072, 0.063, 0.091, 0.067, 0.045, 0.085, 0.108, 0.104, 0.105, 0.092, 0.055, 0.067, 0.093, 0.066, 0.091, 0.069, 0.061, 0.066, 0.089]}